No. 1
ORCA calculation (the ωB97M-V functional and the def2-TZVPD basis) on a structure of composition C14H42CrO7S7 in a non-equilibrium geometry.

```
! RIJCOSX wB97M-V def2-TZVPD def2/J DEFGRID3
* xyz 2 5
Cr 0.395 0.166 0.270
S 3.011 0.092 -2.326
S 1.194 3.577 -0.056
S -1.233 -1.979 2.791
S -2.262 1.809 1.889
S -0.062 -3.068 -1.132
S 2.702 -1.637 1.411
S -1.930 1.057 -2.352
O 0.917 2.078 0.179
O 1.995 -0.298 1.395
O 0.010 -1.646 -0.650
O -0.613 0.572 -1.714
O -1.261 1.539 0.768
O -0.434 -1.109 1.831
O 2.071 0.212 -1.109
C -2.936 -1.843 2.124
C 0.314 -4.223 0.247
C -1.587 -1.196 4.418
C -1.246 2.683 3.175
C 4.493 -1.218 1.273
C 2.816 3.799 -0.845
C -3.156 3.322 1.307
C -3.297 0.242 -1.457
C 2.816 -1.567 -3.155
C -1.814 -3.609 -1.505
C -2.170 0.021 -3.877
C 2.279 1.087 -3.755
C 0.100 4.279 -1.383
C 2.640 -2.180 3.185
H -2.974 -2.093 1.064
H 3.169 -3.126 3.301
H -1.454 0.316 -4.644
H -3.193 -0.843 -1.466
H -2.463 -3.435 -0.647
H -1.442 -0.119 4.334
H -1.785 3.500 3.653
H -2.556 -1.454 4.847
H -4.075 3.171 0.741
H 1.185 -3.994 0.861
H 3.542 -2.222 -2.673
H -0.804 2.003 3.903
H 3.627 3.491 -0.185
H -1.908 -1.018 -3.678
H -3.511 -2.618 2.629
H 4.816 -1.076 2.304
H -3.203 0.062 -4.225
H -2.422 3.954 0.807
H -0.555 -4.478 0.854
H 4.529 -0.237 0.799
H 1.586 -2.409 3.344
H 3.019 -1.369 3.807
H -3.283 0.538 -0.408
H -1.852 -4.680 -1.704
H 1.413 0.598 -4.200
H 3.028 4.865 -0.930
H -4.301 0.355 -1.867
H -0.824 -1.587 5.090
H -3.448 3.883 2.195
H -0.411 3.249 2.762
H 0.698 5.082 -1.814
H -2.332 -3.074 -2.300
H -0.819 4.655 -0.933
H 2.907 3.357 -1.838
H 0.669 -5.095 -0.302
H 3.212 -1.443 -4.163
H 1.945 2.063 -3.401
H -3.263 -0.815 2.285
H 3.001 1.307 -4.541
H -0.099 3.469 -2.085
H 5.122 -1.891 0.690
H 1.754 -1.805 -3.213
*
```

Properties
Orbital gap (alpha / beta) ... 7.74 / 9.97 eV
Energy relative to the best compared isomer or geometry (same formula, charge and spin) ... 66.1 kcal per mole
Expectation value of S² ... 6.005

No. 2
ORCA calculation (the ωB97M-V functional and the def2-TZVPD basis) on the ion C9H13N4S with charge +1 in a non-equilibrium geometry.

```
! RIJCOSX wB97M-V def2-TZVPD def2/J DEFGRID3
* xyz 1 1
S 1.393 0.901 1.137
N -2.754 -0.982 -3.107
N -1.602 -1.237 -2.679
N -0.937 -0.291 -2.026
N -0.511 1.642 -1.104
C 1.485 -1.703 2.139
C 3.014 0.436 0.485
C 0.595 0.853 -0.887
C -0.275 -0.069 2.985
C 0.913 -0.337 2.136
C 0.294 -0.367 -1.461
C -2.721 1.254 -2.275
C -3.342 0.208 -2.937
C -1.448 0.970 -1.797
H 3.354 1.294 -0.083
H -4.334 0.293 -3.348
H 2.935 -0.420 -0.176
H 0.874 -1.265 -1.523
H -0.505 0.991 3.014
H -1.154 -0.609 2.635
H -0.079 -0.417 3.997
H -0.581 2.602 -0.804
H 1.857 -1.934 3.138
H 0.716 -2.443 1.917
H 2.305 -1.828 1.440
H 3.689 0.240 1.310
H -3.181 2.216 -2.130
*
```

Properties
Orbital gap (alpha / beta) ... 7.23 / 7.23 eV
Energy relative to the best compared isomer or geometry (same formula, charge and spin) ... 69.3 kcal per mole

No. 3
ORCA calculation (the ωB97M-V functional and the def2-TZVPD basis) on a structure of composition C40H55BCl3N5P2STi in a non-equilibrium geometry.

```
! RIJCOSX wB97M-V def2-TZVPD def2/J DEFGRID3
* xyz -1 2
Ti 0.365 -0.944 0.184
Cl -0.257 0.158 -4.356
Cl 0.780 -1.728 2.497
Cl 2.888 -1.885 -0.555
S 4.616 4.247 1.686
P -1.005 2.642 0.349
P -0.829 -3.298 -0.321
N -2.440 -1.743 1.291
N 8.725 2.470 2.585
N 1.847 0.759 0.910
N 0.630 -0.422 -1.582
N -2.712 0.548 1.210
C 1.203 -0.661 -3.935
C -0.117 -5.023 0.047
C 0.931 -4.826 1.104
C -5.872 -0.310 2.972
C -1.933 -3.439 -1.808
C 0.631 -5.541 -1.193
C -0.120 2.820 -2.202
C 2.607 1.274 -0.054
C -2.223 4.137 -1.905
C 6.175 3.480 1.927
C 3.486 2.315 0.144
C 7.243 4.312 2.125
C -2.931 -2.254 -1.792
C -4.643 -2.267 2.325
C -2.274 5.148 1.254
C 2.862 2.268 2.420
C 3.574 2.856 1.393
C 8.511 3.784 2.464
C -0.638 3.942 2.681
C -2.529 1.990 1.126
C -2.304 1.687 -1.842
C -1.137 -6.071 0.571
C 2.035 1.195 2.119
C 1.442 -0.849 -2.505
C -1.055 -3.405 -3.091
C 3.085 -1.948 -4.566
C -4.903 0.578 2.462
C 3.423 -2.102 -3.239
C -1.977 -3.112 1.097
C -2.768 -4.721 -1.834
C -3.670 -1.438 1.842
C 7.641 1.692 2.403
C -3.799 0.005 1.851
C 6.387 2.113 2.060
C 1.978 -1.203 -4.904
C -5.752 -1.667 2.905
C -1.447 2.923 -1.451
C 2.616 -1.596 -2.285
C 0.174 5.105 0.617
C -0.990 4.314 1.227
B -1.784 -0.508 0.854
H -3.163 4.546 1.386
H -5.118 1.676 2.467
H -3.629 -2.254 -0.944
H -1.700 5.099 -1.857
H -1.671 0.801 -1.775
H -1.613 -5.680 1.495
H -1.518 -3.515 1.995
H -2.187 5.768 2.158
H 3.690 -2.400 -5.381
H -2.373 5.789 0.395
H -1.484 3.562 3.245
H 0.007 -5.923 -1.988
H -3.136 4.224 -1.311
H 7.820 0.630 2.467
H -6.757 0.120 3.462
H 5.609 1.377 1.838
H 1.757 -4.200 0.787
H -2.637 1.817 -2.929
H 1.269 -4.775 -1.620
H 2.487 0.763 -0.980
H 1.363 -5.774 1.326
H -3.255 1.557 -1.274
H -2.374 -1.301 -1.744
H 0.609 3.520 -1.810
H 1.213 -6.403 -0.849
H 7.147 5.383 2.001
H -2.129 -5.581 -1.926
H -0.330 4.903 3.134
H 1.369 0.739 2.886
H -6.546 -2.310 3.261
H -0.656 -2.408 -3.299
H -0.522 -6.891 0.952
H -2.561 3.995 -2.920
H -1.877 -6.510 -0.062
H 3.021 2.548 3.442
H -2.567 2.383 2.157
H 1.618 -1.143 -5.905
H 0.560 -4.413 2.032
H -3.328 -4.796 -0.897
H 1.109 4.563 0.704
H -0.264 3.079 -3.241
H -0.164 -4.023 -2.988
H -3.459 -4.714 -2.690
H 0.234 1.796 -2.151
H 0.039 5.414 -0.436
H -2.873 -3.739 0.933
H 0.187 3.279 2.746
H 9.356 4.481 2.567
H 4.338 -2.621 -2.965
H 4.056 2.634 -0.709
H -3.374 2.454 0.678
H -1.611 -3.775 -3.914
H -4.562 -3.324 2.313
H -3.480 -2.227 -2.722
H 0.315 6.000 1.177
*
```

Properties
Orbital gap (alpha / beta) ... 6.00 / 6.32 eV
Energy relative to the best compared isomer or geometry (same formula, charge and spin) ... 0.0 kcal per mole
Expectation value of S² ... 0.756